This record from the OMol25 dataset describes a molecular structure, C14H14CeCl3IN2O2 at a distorted geometry. The level of theory is wB97M-V/def2-TZVPD.

```
37
Properties=species:S:1:pos:R:3:forces:R:3
Ce -1.28147 0.71788 0.80595 7.297 -3.548 2.368
I -3.06298 -0.92932 2.62533 0.686 0.602 -0.770
Cl 1.57928 5.13031 1.33179 0.049 -0.547 -0.136
Cl 3.33428 2.77574 1.57808 -0.403 0.256 -0.212
Cl 2.48149 3.70307 -1.05426 -0.094 -0.013 0.493
O 0.04084 2.37441 -0.27952 -0.093 -0.278 0.837
O 0.38316 2.11972 1.88510 -0.348 -0.043 -1.167
N -0.18958 -0.40544 -1.29018 0.641 -0.046 0.301
N 0.39539 -1.23044 1.25679 -0.105 0.040 -0.490
C 0.59677 -1.52072 -1.14667 -0.283 0.266 -1.048
C 1.47902 -2.66695 2.85560 -0.271 0.428 -0.249
C 1.95830 -3.46656 1.81757 -0.186 0.223 0.027
C 0.98258 -1.59209 -3.54559 -0.197 -0.009 0.378
C 0.25232 -0.40883 -3.66679 -0.044 0.183 0.436
C 1.65010 -3.13854 0.50013 -0.560 0.867 -0.322
C 1.17017 -2.14221 -2.27691 -0.319 0.421 0.725
C 2.03068 3.54884 0.65421 -0.580 -0.623 -0.066
C -2.96470 2.21550 0.90347 -2.533 0.866 -1.705
C 0.68885 -1.56143 2.52962 0.045 -0.250 -0.359
C -0.26921 0.17496 -2.50966 -0.028 -0.692 -0.018
C 0.87945 -1.98818 0.23133 0.157 -0.497 1.001
C -3.09766 1.14484 -0.43429 -2.568 2.155 0.021
C 0.74198 2.61956 0.76620 0.094 0.231 0.198
H -0.76792 1.14410 -2.53854 0.064 -0.269 -0.210
H -2.13210 2.95418 0.83727 -0.205 -0.382 -0.179
H -3.87755 2.78992 0.78449 -0.033 0.291 0.279
H -2.35066 1.32061 -1.23513 -0.142 0.024 0.331
H 0.24295 -0.91578 3.28999 0.282 -0.273 -0.071
H 1.76053 -3.04531 -2.12185 -0.140 0.385 -0.328
H 1.41848 -2.08049 -4.41456 -0.134 0.143 0.139
H 2.56583 -4.34043 2.02464 -0.072 0.073 0.027
H -3.25428 0.07424 -0.14667 -0.100 0.369 0.018
H 0.08179 0.06576 -4.63034 0.158 -0.064 0.228
H 1.68764 -2.87275 3.90153 0.019 -0.050 -0.237
H -4.05206 1.46219 -0.83859 -0.119 -0.213 -0.367
H 1.98533 -3.73948 -0.34183 0.059 0.008 0.466
H -3.08703 1.70912 1.89228 0.007 -0.034 -0.341
```
Forces are in eV/Å.

- Relative energy (zero: lowest compared OMol25 entry of this formula, charge and spin): 87.9 kJ/mol
- HOMO level (spin up / spin down): -15.54 / -15.54 eV
- Charge: +2
- 2S+1: 1

***

This record from the OMol25 dataset describes 3 unconnected molecules or ions with the total composition C5H12N2O7 at a distorted geometry. The level of theory is wB97M-V/def2-TZVPD.

```
26
Properties=species:S:1:pos:R:3:forces:R:3
O 1.63534 1.65960 1.82467 0.120 -0.773 -0.649
O -1.79189 2.97194 -2.58935 -0.810 0.062 0.463
O -0.49990 2.42288 -4.22243 -1.350 1.359 0.512
O -0.39208 -4.74099 2.12437 0.410 0.860 0.874
O 0.17176 -2.71995 2.68923 -1.506 -0.653 0.353
O 1.32869 3.68730 1.25708 0.236 -0.131 -0.632
O 1.18653 -3.61144 0.87867 -0.485 -0.387 0.998
N -1.23755 3.22817 -3.62217 2.415 -0.748 -0.832
N 1.17949 2.48900 1.06849 -0.706 1.563 1.512
C 0.20787 2.10067 0.01959 -0.551 0.266 -0.386
C -1.26957 4.65050 -4.12008 0.513 -0.084 -0.229
C -0.22385 -5.98063 1.45546 1.314 0.608 -2.226
C 0.73799 -1.42928 2.71655 1.741 0.123 1.114
C 0.43078 -3.67907 1.82734 -0.130 -0.531 -1.678
H 1.15985 -1.42301 3.72158 0.180 0.439 0.084
H -2.28615 4.88953 -4.43239 0.215 -0.020 0.056
H -0.15657 -5.78785 0.38476 -0.898 0.210 -0.390
H -0.51740 4.74057 -4.90380 -0.487 -0.279 -0.232
H -1.02517 -6.69740 1.63497 0.237 0.428 0.559
H -0.90985 5.30917 -3.32960 -0.468 -0.278 0.308
H -0.57228 1.52271 0.51499 0.557 -0.745 -0.270
H -0.34916 2.96560 -0.34057 0.647 0.285 0.112
H 1.59248 -1.28305 2.05582 -0.428 -0.143 -0.429
H 0.79631 -6.36279 1.49200 -0.014 -0.394 1.333
H 0.04204 -0.59042 2.70799 -0.413 -0.541 -0.602
H 0.76229 1.66816 -0.81326 -0.340 -0.497 0.279
```
Forces are in eV/Å.

- Relative energy (zero: lowest compared OMol25 entry of this formula, charge and spin): 76.5 kJ/mol
- HOMO level: -10.67 eV
- Structure (SMILES): C[N+](=O)[O-].C[N+](=O)[O-].COC(=O)OC
- 2S+1: 1

***

This record from the OMol25 dataset describes a single C18H18Cl2N2O3S molecule. The level of theory is wB97M-V/def2-TZVPD.

```
44
Properties=species:S:1:pos:R:3:forces:R:3
Cl -5.44230 -1.73569 1.94115 0.000 -0.061 0.089
Cl -7.28278 2.44831 -0.97639 -0.095 0.192 -0.120
S 2.34540 -0.64569 -1.80684 0.195 0.258 0.597
O -1.02002 -0.37890 0.18635 0.178 0.068 -0.217
O -0.47795 -1.10191 -1.87046 0.265 -0.097 -0.014
O -1.70297 -3.21722 -0.49106 0.102 -0.067 -0.062
N -4.37628 -0.15005 -1.52023 0.065 -0.321 0.078
N -3.53840 -1.96738 -0.30078 -0.383 -0.531 0.581
C -1.85342 -1.40549 -2.05101 -0.136 0.231 0.092
C -5.23421 0.84448 -1.64820 -0.248 0.159 0.167
C -6.30972 0.33024 0.44115 0.166 -0.028 -0.226
C -7.33204 0.56054 1.50230 -0.068 0.066 -0.004
C 1.87134 0.19699 0.58166 -0.507 -0.243 -0.476
C 1.23354 -0.31317 -0.52019 0.730 0.046 -0.075
C 5.92503 0.80397 -0.41316 -0.062 -0.349 0.055
C 5.07334 -0.08567 -1.32049 0.214 0.057 -0.103
C 3.26063 0.32452 0.40083 0.186 -0.032 -0.256
C -2.33316 -2.26905 -0.89106 0.048 -0.003 -0.283
C -5.39055 -0.70478 0.55149 0.059 0.189 -0.249
C -6.20857 1.12521 -0.70750 0.219 -0.288 0.083
C 4.22300 0.85821 1.41552 0.136 -0.150 -0.052
C -4.41810 -0.92211 -0.44466 -0.411 0.429 0.047
C 6.64936 1.21234 1.96708 -0.140 -0.251 -0.135
C -0.18125 -0.58625 -0.66382 -0.491 0.135 0.286
C 5.66431 0.48147 1.06025 0.054 0.392 0.070
C 3.66387 -0.08704 -0.84176 -0.503 -0.139 -0.102
H 1.34381 0.46005 1.48067 -0.145 0.040 0.180
H -6.83999 0.77172 2.45086 -0.017 -0.008 0.068
H -3.71709 -2.54651 0.51712 0.180 0.074 -0.309
H 6.98064 0.65757 -0.64720 0.035 0.057 -0.015
H -2.44674 -0.49076 -2.12296 0.306 -0.314 -0.088
H 6.57612 2.28791 1.81949 0.002 0.147 -0.001
H 7.66997 0.90575 1.75045 0.136 0.006 0.014
H 6.44063 0.99416 3.01186 0.019 0.025 0.145
H -7.97822 1.39303 1.24385 -0.018 -0.022 0.053
H -1.90995 -1.97668 -2.97946 -0.074 0.047 0.117
H 5.46006 -1.11009 -1.30284 0.040 0.032 -0.046
H -7.93694 -0.33519 1.63592 -0.037 -0.022 0.052
H 5.78651 -0.59776 1.20364 -0.026 -0.026 -0.021
H 3.96330 0.47540 2.40481 0.020 0.049 0.051
H -5.13466 1.43502 -2.54736 -0.121 0.152 -0.044
H 5.12163 0.25942 -2.35543 0.045 -0.042 -0.012
H 5.68103 1.85223 -0.59739 0.029 0.104 -0.002
H 4.13178 1.94881 1.45380 0.053 0.036 0.086
```
Forces are in eV/Å.

- Relative energy (zero: lowest compared OMol25 entry of this formula, charge and spin): 11.1 kJ/mol
- HOMO level: -8.68 eV
- Structure (SMILES): Cc1c(Cl)cnc(NC(=O)COC(=O)c2cc3c(s2)CC[C@@H](C)C3)c1Cl
- 2S+1: 1